Computed, not measured: an isolated molecule of C6H8S3 in a non-equilibrium geometry, with ωB97M-V/def2-TZVPD.

As for the spin multiplicity: 1. For the total energy, the calculation gives -1427.8149 Ha. For the HOMO-LUMO gap (spin up / spin down), the calculation gives 7.68 / 6.76 eV. As for the energy relative to the best compared isomer or geometry (same formula, charge and spin): 418.84 kJ/mol. The molecular weight comes out at 176.331 g mol⁻¹. The SMILES is SC1=CC=CC(S)(S)C1. As for the net charge: 0.

The geometry in XYZ format:
```
17
Properties=species:S:1:pos:R:3:nbo_charge:R:1
C 0.338 -1.058 -1.486 -0.2939
C 1.465 -0.755 -0.755 -0.1801
C -0.852 -0.758 -0.974 -0.2436
C 1.335 0.456 0.562 -0.1889
C -0.047 1.052 0.468 -0.5709
C -1.077 -0.013 0.304 -0.1414
S 2.796 1.077 1.129 0.1510
S -1.091 -1.125 1.866 -0.0728
S -2.866 0.840 0.384 -0.0563
H 0.515 -1.645 -2.397 0.2360
H 2.526 -0.980 -1.055 0.2142
H -1.718 -1.448 -1.356 0.2256
H -0.395 1.786 1.183 0.2421
H -0.191 1.562 -0.543 0.2381
H 2.182 2.142 1.834 0.1434
H 0.199 -1.600 1.812 0.1421
H -3.121 0.467 -0.976 0.1555
```